1.
# C27H76N4O11

11 unconnected molecules or ions with the total composition C27H76N4O11 in a non-equilibrium geometry (the ωB97M-V functional and the def2-TZVPD basis, OMol25).

Last column: Mulliken charge in e.
CARTESIAN COORDINATES (ANGSTROEM)
O: -0.438 -4.601 -0.938  -0.3816
O: -4.612 2.294 -2.556  -0.5758
O: 3.848 -0.644 -3.804  -0.5803
O: 1.990 -0.675 4.915  -0.4746
O: 4.472 0.580 0.134  -0.5098
O: 0.275 2.868 -1.885  -0.7765
O: 1.762 -3.397 0.412  -0.3100
O: -1.288 -0.109 -4.272  -0.7768
O: -0.560 4.149 4.324  -0.6456
O: -0.409 -0.230 1.923  -0.3628
O: -2.071 2.265 2.687  -0.8166
N: -0.744 2.246 0.712  0.5407
N: -1.102 2.403 -3.669  -0.3386
N: -1.925 2.252 -1.656  1.2695
N: -2.058 3.899 0.935  -0.0287
C: -2.456 -0.623 0.727  -0.5682
C: 3.643 1.123 0.884  -0.0454
C: 2.453 1.742 0.178  -0.7881
C: -4.877 2.498 -0.158  -1.2044
C: 2.265 -3.598 1.506  1.3074
C: 2.609 -5.093 1.612  -1.7323
C: 1.454 -3.142 2.732  -1.3872
C: 0.190 3.204 4.687  0.8015
C: -1.765 -0.766 -3.306  3.1667
C: 0.385 -6.672 -1.549  -1.3987
C: 3.244 0.220 -3.084  0.5934
C: -0.025 -1.054 -0.044  0.9329
C: -6.431 3.498 -1.755  -1.5912
C: 2.753 0.205 5.698  -0.6038
C: -1.002 -0.954 1.106  -1.0492
C: -0.952 2.514 -2.391  0.6806
C: -0.071 -5.200 -1.969  0.4427
C: 1.066 -4.559 -2.703  -1.1113
C: -1.638 2.800 1.523  0.2528
C: 1.833 -0.225 -2.715  0.1890
C: -5.453 2.326 -1.615  0.7017
C: 3.264 0.001 1.799  -0.7747
C: 0.812 3.636 6.037  -1.4160
C: -3.241 -0.489 -3.015  -1.5792
C: -1.428 -2.236 -3.554  -1.2241
C: 3.309 1.639 -3.698  -1.5696
C: 1.224 2.757 3.725  0.4298
H: 5.289 0.445 0.588  0.4038
H: -3.777 -1.422 -3.261  0.3404
H: -6.049 1.418 -1.735  0.2465
H: 2.053 0.896 6.116  0.1758
H: 1.884 -3.408 3.698  0.5014
H: -5.043 2.276 -3.416  0.3826
H: 2.967 2.393 -2.938  0.1782
H: -2.288 0.263 0.123  -0.3926
H: 1.774 -5.765 1.440  0.3182
H: 0.829 -4.724 -3.767  0.4455
H: 4.763 -0.393 -3.848  0.4927
H: 1.713 0.962 0.058  -0.6710
H: -0.299 2.638 -4.215  0.2834
H: -0.540 2.353 4.753  0.1659
H: 3.337 -5.306 0.811  0.3978
H: 1.323 -0.220 4.414  0.3103
H: 1.173 -6.656 -0.834  0.3126
H: 3.364 0.839 5.046  0.2028
H: -0.423 -7.373 -1.257  0.2947
H: 4.138 1.921 1.428  0.2208
H: -0.058 -0.178 -0.652  -0.4426
H: -5.694 2.437 0.591  0.5364
H: 0.495 -3.576 2.824  0.4227
H: 1.778 3.626 3.299  0.4003
H: -6.016 4.475 -1.412  0.3508
H: 0.353 -4.373 -0.437  0.2143
H: -7.218 3.380 -0.999  0.3853
H: 1.900 2.008 4.080  -0.3724
H: -1.792 2.187 -0.659  -0.8414
H: 3.388 -0.266 6.382  0.3851
H: 1.234 0.527 -2.242  -0.6281
H: 2.665 1.663 -4.593  0.2826
H: -6.849 3.558 -2.761  0.4273
H: -0.332 -1.838 -0.738  0.8029
H: 2.395 0.302 2.367  -0.3576
H: 3.291 -3.115 1.433  0.1720
H: 1.297 -2.067 2.721  0.0022
H: -1.098 0.818 -4.011  0.5369
H: 4.277 1.962 -3.977  0.4890
H: 3.846 0.271 -2.158  0.1318
H: -0.336 -2.193 -3.578  -0.0821
H: -4.508 3.520 0.091  0.2898
H: 1.537 2.916 6.537  0.2023
H: 2.066 -4.934 -2.547  0.4048
H: 3.085 -5.432 2.535  0.4281
H: -1.975 2.251 -4.135  0.2770
H: 1.041 -1.054 0.149  -0.6915
H: 2.686 2.271 -0.748  0.2136
H: 1.916 -1.124 -2.182  -0.3812
H: -0.258 2.591 -0.132  0.6544
H: -2.932 2.073 -1.931  -0.2656
H: -1.031 -0.075 2.660  0.4392
H: -1.284 -0.424 -2.404  -1.2883
H: -1.005 -5.194 -2.629  0.3516
H: 0.064 3.982 6.767  0.3508
H: -1.052 -1.946 1.501  0.6627
H: -1.626 4.240 0.065  0.1983
H: 2.946 -0.838 1.228  0.2162
H: 4.053 -0.418 2.397  0.8061
H: 2.115 2.464 0.809  0.9876
H: 1.023 -3.469 -2.533  -0.0246
H: -1.939 -2.897 -2.766  0.2984
H: 1.432 4.537 5.926  0.3780
H: -1.704 -2.549 -4.559  0.4068
H: -2.907 -1.468 0.143  0.5106
H: -3.068 -0.356 1.578  0.4364
H: 1.290 -0.516 -3.620  0.7683
H: -0.340 1.390 1.098  -1.5270
H: 1.892 -2.499 0.238  -0.2213
H: -1.289 3.781 3.738  0.4705
H: -3.665 0.240 -3.674  0.2390
H: 0.819 -7.099 -2.463  0.4272
H: -2.698 4.572 1.362  0.3133
H: -3.400 -0.209 -1.944  0.1380
H: -4.129 1.749 0.066  -0.0943
H: 0.786 2.369 2.765  -0.4879

Properties
- highest occupied orbital energy (eV) = -8.9150
- total charge = 0
- orbital gap (eV) = 8.92
- energy relative to the best compared isomer or geometry (same formula, charge and spin) (kcal per mole) = 148.1
- SMILES = NC(N)=O.NC(N)=O.CC(C)O.CC(C)O.CC(C)O.CC(C)O.CC(C)O.CC(C)O.CC(C)O.CC(C)O.CO
- 2S+1 = 1

=====

2.
# C8H7CoN2O5

A molecular structure, C8H7CoN2O5 in a non-equilibrium geometry (the ωB97M-V functional and the def2-TZVPD basis, OMol25).

Last column: Mulliken spin population.
CARTESIAN COORDINATES (ANGSTROEM)
Co: 0.008 -0.533 -1.319  1.8833
O: -0.198 -1.600 -4.077  0.0438
O: 0.073 -2.711 0.528  -0.0141
O: 2.594 -0.023 -0.028  0.0433
O: -2.573 -0.017 -0.061  0.0386
O: -0.074 3.481 0.978  0.2022
N: 0.054 0.151 2.136  -0.0164
N: -0.004 0.023 4.624  -0.0005
C: 0.002 2.688 0.180  0.5639
C: -1.527 -0.102 -0.533  0.0734
C: -1.073 0.688 5.374  0.0004
C: -0.144 -1.674 -2.912  -0.0124
C: 0.022 0.087 3.312  0.0111
C: 0.040 -1.756 -0.151  0.0270
C: 1.554 -0.119 -0.530  0.0295
C: 1.058 -0.686 5.344  -0.0003
H: 1.065 -1.751 5.076  0.0000
H: -1.097 1.761 5.145  0.0000
H: 2.040 -0.263 5.097  0.0000
H: -0.883 0.550 6.440  0.0000
H: -2.050 0.259 5.122  0.0000
H: 0.236 2.130 -0.757  0.1271
H: 0.877 -0.583 6.418  0.0000

Properties
- highest occupied orbital energy (spin up / spin down) (eV) = -9.5018 / -12.1395
- total charge = +1
- orbital gap (spin up / spin down) (eV) = 4.45 / 5.66
- energy relative to the best compared isomer or geometry (same formula, charge and spin) (kcal per mole) = 31.6
- 2S+1 = 4

=====

3.
# C7H4N2

C7H4N2 in the gas phase in a non-equilibrium geometry (the ωB97M-V functional and the def2-TZVPD basis, OMol25).

Last column: natural (NBO) charge in e.
CARTESIAN COORDINATES (ANGSTROEM)
N: 1.112 -1.720 2.684  -0.5332
N: -2.358 3.495 -2.777  -0.2422
C: 1.133 -0.973 0.380  0.1002
C: -1.685 2.699 -2.343  0.2135
C: -0.951 1.863 -1.433  -0.0952
C: -0.009 1.036 -0.964  0.0784
C: 0.263 -2.784 1.914  -0.2943
C: 0.654 -0.108 -0.277  -0.0971
C: 1.434 -1.928 1.459  -0.1163
H: 1.768 -2.189 3.077  0.3472
H: -0.820 -2.616 1.751  0.2262
H: 0.348 -3.868 2.224  0.2108
H: 2.384 -2.581 1.183  0.2020

Properties
- highest occupied orbital energy (eV) = -9.7404
- total charge = 0
- orbital gap (eV) = 9.16
- energy relative to the best compared isomer or geometry (same formula, charge and spin) (kcal per mole) = 100.7
- SMILES = N#CC#CC#C[C@@H]1CN1
- 2S+1 = 1

=====

4.
# C8H10Br2F4O3

C8H10Br2F4O3 in the gas phase in a non-equilibrium geometry (the ωB97M-V functional and the def2-TZVPD basis, OMol25).

Last column: natural (NBO) charge in e.
CARTESIAN COORDINATES (ANGSTROEM)
Br: 1.435 -2.136 2.686  0.0706
Br: 5.475 0.443 2.003  0.1001
F: 4.041 -1.218 3.947  -0.3457
F: 4.461 -2.260 1.739  -0.3524
F: -3.776 1.118 0.684  -0.3962
F: 2.108 0.673 2.670  -0.3714
O: -0.822 -1.994 -2.831  -0.5351
O: 0.540 -0.395 -1.464  -0.5313
O: -1.919 -1.114 -0.875  -0.5495
C: 0.931 -0.928 -0.118  -0.1057
C: -0.709 -1.169 -1.761  0.9640
C: -2.868 -0.093 -1.372  -0.1216
C: 2.575 -0.589 2.004  0.2820
C: -2.812 1.302 -0.461  0.1813
C: 4.126 -0.977 2.459  0.5848
C: -3.304 2.575 -1.397  -0.6736
C: 2.398 -0.349 0.391  -0.5027
H: -3.969 -0.534 -1.263  0.2337
H: 3.308 -0.761 -0.248  0.2633
H: 0.120 -0.482 0.633  0.2195
H: -2.353 3.195 -1.764  0.2315
H: -4.034 3.252 -0.739  0.2503
H: -2.632 0.090 -2.510  0.2103
H: 0.891 -2.094 -0.208  0.2212
H: -1.709 1.481 -0.062  0.1904
H: 2.353 0.827 0.192  0.2631
H: -3.852 2.138 -2.335  0.2193

Properties
- highest occupied orbital energy (eV) = -10.8571
- total charge = 0
- orbital gap (eV) = 10.20
- SMILES = C[C@@H](F)COC(=O)OCC[C@@](F)(Br)C(F)(F)Br
- 2S+1 = 1

=====

5.
# C2H6O2S

2 unconnected molecules or ions with the total composition C2H6O2S in a non-equilibrium geometry (the ωB97M-V functional and the def2-TZVPD basis, OMol25).

Last column: natural (NBO) charge in e.
CARTESIAN COORDINATES (ANGSTROEM)
S: -1.080 0.514 0.545  0.4560
O: -0.506 1.704 -0.456  -0.8469
O: 1.705 0.624 -0.372  -0.5874
C: 1.897 0.167 0.781  0.2629
C: -1.611 -0.921 -0.529  -0.7314
H: 2.197 1.015 1.492  0.1555
H: -2.693 -1.141 -0.427  0.2199
H: -1.374 -0.825 -1.470  0.2149
H: -1.019 -1.730 0.015  0.2132
H: 0.488 1.470 -0.492  0.4895
H: 1.995 -0.877 0.914  0.1537

Properties
- highest occupied orbital energy (eV) = -8.5363
- total charge = 0
- orbital gap (eV) = 8.57
- energy relative to the best compared isomer or geometry (same formula, charge and spin) (kcal per mole) = 60.1
- SMILES = C=O.CSO
- 2S+1 = 1

=====

6.
# C4H6Cl2

C4H6Cl2 in the gas phase in a non-equilibrium geometry (the ωB97M-V functional and the def2-TZVPD basis, OMol25).

Last column: natural (NBO) charge in e.
CARTESIAN COORDINATES (ANGSTROEM)
Cl: 1.370 -1.175 -1.026  0.0334
Cl: 0.110 1.255 -1.941  -0.0360
C: -1.280 -0.643 -0.788  -0.6310
C: 0.099 -0.052 -0.729  -0.0886
C: 0.249 0.701 0.582  -0.2459
C: 1.245 0.376 1.406  -0.3566
H: -0.196 1.637 0.857  0.2366
H: -1.675 -0.801 -1.807  0.2377
H: 1.345 0.863 2.386  0.1960
H: -1.180 -1.611 -0.239  0.2248
H: 1.813 -0.512 1.430  0.2017
H: -1.900 -0.041 -0.131  0.2281

Properties
- highest occupied orbital energy (eV) = -10.1936
- total charge = 0
- orbital gap (eV) = 11.07
- energy relative to the best compared isomer or geometry (same formula, charge and spin) (kcal per mole) = 17.4
- SMILES = C=CC(C)(Cl)Cl
- 2S+1 = 1

=====

7.
# C18H39MgN4O8

A molecular structure, C18H39MgN4O8 in a non-equilibrium geometry (the ωB97M-V functional and the def2-TZVPD basis, OMol25).

Last column: natural (NBO) charge in e.
CARTESIAN COORDINATES (ANGSTROEM)
Mg: -3.823 0.147 -0.417  1.8195
O: 3.627 4.501 2.246  -0.5832
O: -3.247 -0.214 -2.366  -0.7960
O: -1.920 0.060 0.240  -0.8647
O: 2.410 -2.514 -0.831  -0.6325
O: -2.785 1.960 -0.172  -0.8291
O: 2.048 2.131 -1.803  -0.6631
O: 1.721 3.452 2.968  -0.5263
O: -3.977 -1.849 -0.503  -0.8111
N: 3.783 0.839 -1.138  -0.4210
N: 1.545 -2.419 1.273  -0.4330
N: -4.057 -3.875 0.484  -0.3696
N: -2.736 0.721 -4.396  -0.3795
C: 2.623 1.050 -1.785  0.5264
C: 2.519 -3.245 1.905  -0.4212
C: 1.449 1.178 3.660  -0.6305
C: 4.433 -0.464 -1.234  -0.4106
C: 0.437 -1.995 2.098  -0.4116
C: 1.547 -2.144 -0.057  0.5235
C: -4.702 -5.188 0.631  -0.4202
C: 4.352 1.784 -0.198  -0.4221
C: 2.438 4.454 2.395  0.8004
C: -3.285 -3.498 1.645  -0.4435
C: -2.871 -0.309 -3.532  0.5718
C: -2.358 0.408 -5.772  -0.4211
C: -0.430 2.003 0.406  -0.7476
C: -1.760 1.318 0.126  0.7986
C: 2.416 2.199 3.125  -0.0786
C: -4.381 -3.019 -0.470  0.5698
C: -2.903 2.135 -4.097  -0.4285
C: 1.582 5.635 2.022  -0.7213
H: -1.722 -0.472 -5.867  0.2222
H: 0.343 1.372 0.846  0.2214
H: 2.098 -4.257 1.857  0.1961
H: 4.003 -1.086 -2.015  0.2318
H: -1.689 1.216 -6.065  0.2240
H: 3.272 2.434 3.755  0.2038
H: -3.942 -3.424 2.513  0.2138
H: 0.959 5.441 1.150  0.2357
H: -4.808 -5.676 -0.338  0.2259
H: 2.722 1.867 2.131  0.1815
H: 0.812 1.641 4.417  0.2250
H: 0.768 0.861 2.871  0.1994
H: -0.028 -1.111 1.661  0.2323
H: -0.214 -2.852 2.281  0.1767
H: 0.979 5.931 2.882  0.2348
H: 3.801 2.717 -0.137  0.2463
H: 1.934 0.312 4.107  0.2190
H: 3.475 -3.218 1.383  0.2361
H: 5.404 2.041 -0.340  0.2120
H: -4.913 -3.483 -1.311  0.1541
H: -2.797 -2.528 1.544  0.2448
H: 2.752 -2.957 2.930  0.2075
H: -5.639 -5.112 1.176  0.2190
H: 4.496 -1.078 -0.337  0.2006
H: 2.244 0.174 -2.329  0.1219
H: 4.364 1.248 0.756  0.1870
H: -2.634 -1.270 -3.995  0.1432
H: -0.482 2.863 1.072  0.2519
H: -1.917 2.606 -4.049  0.2224
H: -3.415 2.614 -4.930  0.2198
H: -3.294 0.288 -6.315  0.2151
H: 5.454 -0.273 -1.578  0.1948
H: -3.984 -5.841 1.125  0.2270
H: -2.441 -4.157 1.844  0.2239
H: 0.691 -1.534 -0.378  0.1229
H: 2.186 6.515 1.816  0.2410
H: 0.009 2.320 -0.542  0.2826
H: 0.804 -1.657 3.069  0.2037
H: -3.344 2.282 -3.115  0.2349

Properties
- highest occupied orbital energy (eV) = -10.8461
- total charge = +1
- orbital gap (eV) = 7.30
- 2S+1 = 1

=====

8.
# C3H13O3S

4 unconnected molecules or ions with the total composition C3H13O3S in a non-equilibrium geometry (the ωB97M-V functional and the def2-TZVPD basis, OMol25).

Last column: natural (NBO) charge in e.
CARTESIAN COORDINATES (ANGSTROEM)
S: -1.462 -0.590 -1.093  -0.6645
O: 3.109 -2.849 1.729  -0.9825
O: 0.717 -2.092 0.646  -1.0325
O: -2.337 0.595 -4.197  -0.9819
C: -0.741 1.038 -0.790  -0.5193
C: 0.281 1.189 0.351  -0.4107
C: -0.353 1.211 1.761  -0.6196
H: -0.405 2.231 2.151  0.1813
H: 0.317 -2.967 0.710  0.4659
H: -0.199 1.412 -1.672  0.1696
H: 3.397 -2.107 2.274  0.4507
H: -1.744 1.331 -4.012  0.4557
H: 2.283 -2.485 1.332  0.5056
H: -1.345 0.774 1.699  0.2230
H: -2.199 0.034 -3.404  0.5038
H: 0.009 -1.562 0.185  0.5068
H: 0.946 2.036 0.147  0.1780
H: 0.263 0.676 2.482  0.1974
H: -1.503 1.794 -0.624  0.1719
H: 0.966 0.330 0.324  0.2011

Properties
- highest occupied orbital energy (eV) = -3.3699
- total charge = -1
- orbital gap (eV) = 6.97
- energy relative to the best compared isomer or geometry (same formula, charge and spin) (kcal per mole) = 6.7
- 2S+1 = 1

=====

Taking the records one at a time from the top gives E_tot values of -2120.6420; -2177.0591; -378.3602; -6083.8016; -628.3735; -1076.3544; -1730.2192; -746.0635 a.u..